Record 1
A molecular structure, C17H12NO5PdS. Source: the OMol25 dataset; level of theory: wB97M-V/def2-TZVPD.

Last column: natural (NBO) charge in e.
Geometry (Å):
O (-1.126, 2.786, -7.471)  -0.48
C (-1.232, 2.302, -6.441)  0.49
Pd (-1.691, 0.678, -2.741)  0.30
C (-1.901, 1.308, -0.942)  0.41
O (-2.132, 1.677, 0.127)  -0.46
C (-1.376, -1.054, -3.889)  0.21
O (-1.971, -2.057, -3.607)  -0.46
C (0.610, 0.220, -2.530)  0.73
O (1.059, 1.239, -2.982)  -0.51
C (-3.405, 1.005, -3.500)  0.46
O (-4.451, 1.145, -3.971)  -0.42
H (-0.715, -0.904, -4.809)  0.17
N (0.603, -0.889, -1.962)  -0.85
S (2.157, -0.291, 0.710)  0.75
C (1.405, 1.087, 1.515)  -0.19
C (0.541, 0.965, 2.609)  -0.17
C (0.185, 2.098, 3.343)  -0.20
C (0.635, 3.362, 2.948)  -0.09
C (1.370, 3.495, 1.762)  -0.19
C (1.722, 2.371, 1.026)  -0.17
C (1.250, -1.673, 1.309)  -0.27
C (1.887, -2.616, 2.134)  -0.18
C (1.140, -3.634, 2.718)  -0.20
C (-0.224, -3.751, 2.427)  -0.15
C (-0.840, -2.879, 1.505)  -0.19
C (-0.086, -1.849, 0.926)  -0.20
H (1.160, -1.694, -2.279)  0.43
H (0.168, -0.030, 2.864)  0.25
H (-0.464, 1.981, 4.213)  0.25
H (0.383, 4.241, 3.538)  0.24
H (1.654, 4.483, 1.398)  0.25
H (2.251, 2.424, 0.074)  0.25
H (2.954, -2.475, 2.283)  0.23
H (1.652, -4.329, 3.389)  0.24
H (-0.801, -4.539, 2.914)  0.24
H (-1.890, -3.015, 1.241)  0.24
H (-0.480, -1.191, 0.151)  0.25

LUMO level (spin up / spin down)	-2.995 / -7.049	eV
HOMO (spin up / spin down)	-10.286 / -11.438	eV
total charge	+1
<S²>	2.04
gap between HOMO and LUMO (spin up / spin down)	7.291 / 4.389	eV
2S+1	3

***

Record 2
A molecular structure, C29H26FeO6S2. Source: the OMol25 dataset; level of theory: wB97M-V/def2-TZVPD.

Last column: natural (NBO) charge in e.
Geometry (Å):
C (0.613, 0.811, 3.598)  -0.65
C (-0.701, 0.170, 3.243)  0.02
C (-0.663, -0.598, 1.996)  -0.26
Fe (-0.600, -0.430, -1.720)  0.45
C (-0.381, -2.103, -1.054)  0.47
O (0.041, -3.120, -0.658)  -0.46
C (0.964, 0.144, -1.043)  0.49
O (1.926, 0.308, -0.393)  -0.49
C (-2.589, -0.475, -1.651)  -0.33
C (-2.152, -0.316, -3.009)  -0.33
C (-1.348, 0.873, -3.078)  -0.35
C (-1.280, 1.445, -1.765)  -0.32
C (-2.050, 0.614, -0.877)  -0.35
H (0.610, 1.383, 4.530)  0.24
H (1.427, 0.085, 3.605)  0.24
H (0.825, 1.518, 2.781)  0.24
H (-1.492, 0.932, 3.229)  0.21
H (0.311, -0.975, 1.699)  0.19
H (-1.566, -1.088, 1.640)  0.19
H (-3.275, -1.238, -1.301)  0.24
H (-2.449, -0.930, -3.857)  0.25
H (-0.939, 1.304, -3.986)  0.25
H (-0.796, 2.384, -1.517)  0.24
H (-2.276, 0.833, 0.167)  0.24
C (3.091, -3.408, 4.288)  -0.23
C (3.514, -2.289, 5.009)  -0.23
C (2.575, -1.348, 5.422)  -0.18
C (1.180, -1.577, 5.280)  -0.08
C (0.259, -0.550, 5.837)  -0.92
S (-1.429, -0.611, 5.645)  2.15
C (-2.283, 0.946, 5.654)  -0.33
C (-3.676, 0.887, 5.523)  -0.12
C (-4.416, 2.061, 5.669)  -0.23
C (-3.763, 3.278, 5.889)  -0.18
C (-2.369, 3.342, 5.871)  -0.20
C (-1.621, 2.168, 5.752)  -0.16
O (-1.424, -0.918, 4.128)  -0.75
O (-2.159, -1.598, 6.424)  -0.89
S (0.582, -0.093, 7.549)  2.18
C (0.518, -1.669, 8.398)  -0.26
C (-0.721, -2.158, 8.798)  -0.20
C (-0.813, -3.436, 9.339)  -0.22
C (0.345, -4.202, 9.501)  -0.19
C (1.591, -3.700, 9.107)  -0.22
C (1.677, -2.433, 8.535)  -0.20
O (1.913, 0.450, 7.652)  -0.95
O (-0.563, 0.680, 7.992)  -0.97
C (0.777, -2.723, 4.557)  -0.23
C (1.731, -3.610, 4.045)  -0.21
H (3.830, -4.118, 3.918)  0.21
H (4.568, -2.119, 5.244)  0.22
H (2.906, -0.394, 5.832)  0.24
H (-4.158, -0.069, 5.306)  0.23
H (-5.502, 2.005, 5.603)  0.23
H (-4.340, 4.188, 6.043)  0.22
H (-1.842, 4.292, 5.947)  0.23
H (-0.538, 2.220, 5.704)  0.24
H (-1.618, -1.559, 8.674)  0.25
H (-1.798, -3.811, 9.623)  0.22
H (0.273, -5.203, 9.930)  0.21
H (2.502, -4.292, 9.234)  0.22
H (2.627, -2.044, 8.172)  0.24
H (-0.283, -2.918, 4.378)  0.22
H (1.395, -4.473, 3.462)  0.22

LUMO level (spin up / spin down)	0.154 / -1.164	eV
HOMO (spin up / spin down)	-6.323 / -7.705	eV
total charge	0
<S²>	6.07
gap between HOMO and LUMO (spin up / spin down)	6.477 / 6.542	eV
2S+1	5
ΔE to the lowest compared entry with this formula, charge and spin	21.97	kcal/mol